1.
Formula: C29H24IrN5S5Sb
Source: OMol25
Level of theory: the ωB97M-V functional and the def2-TZVPD basis

XYZ file:
```
65
Properties=species:S:1:pos:R:3:forces:R:3
Ir 0.264 -0.008 -0.445 -1.2 -0.2 -0.3
C 3.833 4.418 -0.708 -0.1 -0.1 0.0
C 2.725 4.312 0.122 0.1 0.0 0.0
C 2.185 3.065 0.398 0.0 -0.1 0.1
C 2.719 1.912 -0.171 0.1 0.0 -0.3
C 3.815 2.022 -1.018 0.1 -0.1 -0.1
C 4.369 3.268 -1.275 0.0 0.1 0.1
N 2.111 0.661 0.110 0.3 -0.1 0.1
C 2.649 -0.153 1.018 -0.3 0.0 0.0
C 3.999 -0.125 1.482 0.0 0.1 0.1
C 4.437 -1.070 2.360 -0.2 0.0 0.0
C 3.580 -2.091 2.856 0.1 0.0 0.1
C 2.264 -2.105 2.509 -0.1 0.0 0.0
C 1.776 -1.133 1.614 0.2 0.2 0.1
N 0.479 -1.018 1.207 0.0 -0.2 -0.1
N -0.470 -1.770 1.668 -0.1 -0.1 0.2
C -1.614 -1.636 0.915 0.1 0.3 0.0
C -2.803 -2.235 1.335 0.0 -0.1 0.1
C -3.951 -2.069 0.591 0.0 0.0 0.0
C -3.904 -1.334 -0.591 0.0 -0.1 0.1
C -2.691 -0.793 -0.971 0.0 -0.1 -0.3
N -1.587 -0.914 -0.239 0.0 -0.2 0.0
H 4.271 5.387 -0.915 0.0 0.0 0.0
H 2.278 5.201 0.553 0.0 0.0 0.0
H 1.346 2.960 1.075 0.0 0.0 0.0
H 4.210 1.133 -1.494 -0.1 0.0 -0.1
H 5.226 3.344 -1.932 0.0 0.0 0.0
H 4.680 0.613 1.083 0.0 0.0 0.0
H 5.472 -1.048 2.680 0.0 -0.1 0.0
H 3.980 -2.859 3.506 0.0 0.0 0.0
H 1.584 -2.858 2.883 0.0 0.0 0.0
H -2.789 -2.801 2.255 0.0 0.0 0.0
H -4.882 -2.513 0.921 0.0 0.0 0.0
H -4.784 -1.192 -1.202 0.0 0.0 -0.1
H -2.571 -0.257 -1.905 0.1 0.0 0.0
S 0.437 -2.516 -3.149 -0.4 0.3 -0.4
Sb 1.248 -0.399 -4.295 0.2 -0.4 0.1
S 0.978 -2.233 -1.214 0.5 1.1 0.5
S 0.106 0.954 -2.620 -0.3 0.0 0.1
S 3.460 -0.302 -3.736 0.0 0.0 0.0
N -1.008 1.857 0.120 0.8 -0.5 0.2
S -2.160 2.356 -0.843 0.1 0.5 -0.2
C -3.292 3.241 0.238 0.0 -0.3 0.3
C -4.479 2.607 0.568 0.0 0.0 -0.1
C -5.316 3.171 1.523 0.0 0.0 0.0
C -4.953 4.352 2.151 0.0 0.0 0.0
C -3.752 4.975 1.827 0.0 0.0 0.0
C -2.918 4.421 0.871 0.0 0.0 0.0
C -1.620 3.795 -1.788 0.0 0.0 -0.1
C -2.562 4.579 -2.443 0.0 0.0 0.0
C -2.131 5.648 -3.210 0.0 0.0 0.0
C -0.771 5.920 -3.324 0.0 0.0 0.0
C 0.158 5.119 -2.678 0.0 0.1 0.0
C -0.266 4.045 -1.906 0.0 0.0 0.1
H -0.605 2.612 0.665 0.0 0.0 0.0
H -4.739 1.674 0.082 0.0 0.0 0.0
H -6.247 2.683 1.782 0.0 0.0 0.0
H -5.601 4.787 2.901 0.0 0.0 0.0
H -3.464 5.892 2.324 0.0 0.0 0.0
H -1.981 4.899 0.612 0.0 0.0 0.0
H -3.619 4.359 -2.350 0.0 0.0 0.0
H -2.851 6.270 -3.727 0.0 0.0 0.0
H -0.438 6.755 -3.927 0.0 0.0 0.0
H 1.217 5.314 -2.781 0.0 0.0 0.0
H 0.447 3.395 -1.420 0.0 0.0 -0.1
```
Positions in Å, forces in eV/Å.

## Properties
Net charge ... -1
Relative energy (zero: lowest compared OMol25 entry of this formula, charge and spin) ... 0.0000 eV
Orbital gap ... 0.182 Eh
Total energy ... -3728.90907 Eh
2S+1 ... 1
HOMO level ... -0.1261 hartree


2.
Formula: C29H24N4O9PtS
Source: OMol25
Level of theory: the ωB97M-V functional and the def2-TZVPD basis

XYZ file:
```
68
Properties=species:S:1:pos:R:3:forces:R:3
Pt -0.207 -0.246 -0.048 0.8 0.2 0.7
C -2.028 6.301 0.060 0.0 0.0 0.0
C -1.802 5.017 0.803 0.0 0.1 0.1
C -0.888 4.946 1.845 -0.1 0.0 -0.1
C -0.675 3.754 2.520 0.1 0.0 0.1
C -1.391 2.634 2.149 0.1 -0.6 0.4
C -2.328 2.694 1.136 -0.2 0.0 0.0
C -2.525 3.880 0.458 0.1 0.0 0.1
S -1.145 1.055 2.990 0.1 -0.8 0.7
O -2.401 0.345 2.905 0.0 0.2 -0.5
O -0.716 1.402 4.339 0.1 0.3 -0.4
N -0.002 0.191 2.264 -1.8 0.3 -0.6
C 1.316 0.674 2.502 1.3 0.1 0.1
C 2.350 0.167 1.452 0.0 0.6 1.8
O 3.539 0.198 1.752 0.1 0.0 -0.1
O 1.896 -0.228 0.343 -1.1 -0.6 -1.7
H -1.302 7.060 0.346 0.0 0.1 0.0
H -3.029 6.687 0.262 0.0 0.1 0.0
H -1.941 6.130 -1.012 0.0 0.1 -0.1
H -0.328 5.834 2.109 0.1 0.1 0.1
H 0.018 3.693 3.345 0.1 0.0 0.1
H -2.895 1.807 0.919 -0.1 0.0 -0.1
H -3.235 3.936 -0.355 -0.2 -0.1 -0.1
H 1.656 0.341 3.493 0.1 0.2 -0.2
H 1.379 1.776 2.488 0.2 -0.1 -0.1
O 0.142 -0.159 -2.527 -0.3 0.9 -0.5
C -0.149 0.872 -3.131 0.2 -1.4 -0.4
C -0.031 2.236 -2.700 0.0 0.8 0.2
C -0.071 3.240 -3.679 0.0 -0.1 0.2
C 0.188 4.572 -3.378 0.0 -1.1 0.7
C 0.558 4.912 -2.060 0.0 0.1 0.1
C 0.559 3.970 -1.086 0.1 0.1 0.0
C 0.197 2.600 -1.325 -0.1 -0.2 0.4
O 0.087 1.852 -0.307 0.1 -0.1 -0.4
N 0.134 5.567 -4.357 0.0 1.4 -1.6
O -0.240 5.266 -5.510 0.4 0.3 1.2
O 0.464 6.734 -4.051 -0.4 -1.3 -0.4
H -0.496 0.765 -4.183 0.1 0.0 0.1
H -0.268 2.979 -4.710 -0.1 -0.1 0.0
H 0.826 5.940 -1.858 0.0 0.0 0.1
H 0.821 4.218 -0.069 0.0 0.0 0.0
N 1.254 -7.128 -0.427 0.3 -0.2 -0.2
C 0.036 -6.534 -0.072 0.1 0.4 -0.1
O -0.928 -7.267 0.173 -0.2 -0.2 0.1
C -0.005 -5.097 -0.062 0.0 -0.4 0.1
C 1.062 -4.242 -0.448 0.0 0.2 0.0
C 0.935 -2.885 -0.361 0.7 -0.3 -0.3
N -0.171 -2.268 0.119 0.0 0.5 -0.1
C -1.208 -3.068 0.478 -0.6 -0.3 0.2
C -1.172 -4.426 0.387 -0.1 0.3 0.1
H 1.272 -8.119 -0.239 0.0 0.1 0.1
H 2.100 -6.639 -0.181 0.0 0.0 0.0
H 1.984 -4.649 -0.834 0.1 0.1 -0.1
H 1.744 -2.232 -0.659 0.0 0.0 0.0
H -2.078 -2.558 0.857 0.1 0.0 0.0
H -2.028 -5.019 0.675 -0.1 0.1 0.1
C -2.122 -0.159 -0.470 1.1 0.3 -0.2
C -3.479 -0.148 -0.357 -1.0 -0.2 0.1
C -4.209 -0.971 0.563 0.4 0.2 -0.1
C -5.571 -0.900 0.667 -0.3 -0.1 0.1
C -6.314 -0.012 -0.108 -0.1 0.1 0.0
C -5.641 0.818 -1.003 -0.3 0.1 -0.1
C -4.279 0.750 -1.146 0.4 -0.1 0.1
H -3.655 -1.622 1.215 0.0 0.0 0.1
H -6.078 -1.544 1.374 0.0 0.0 0.1
H -7.390 0.049 -0.006 0.0 0.0 0.0
H -6.206 1.533 -1.589 0.0 0.0 -0.1
H -3.772 1.398 -1.845 0.1 0.1 -0.1
```
Positions in Å, forces in eV/Å.

## Properties
Net charge ... -2
Relative energy (zero: lowest compared OMol25 entry of this formula, charge and spin) ... 1.0623 eV
Orbital gap (spin up / spin down) ... 0.147 / 0.258 Eh
Total energy ... -2533.06868 Eh
2S+1 ... 5
HOMO level (spin up / spin down) ... -0.0184 / -0.1295 hartree
⟨S²⟩ ... 6.067


3.
Formula: C29H25BF6
Source: OMol25
Level of theory: the ωB97M-V functional and the def2-TZVPD basis

XYZ file:
```
61
Properties=species:S:1:pos:R:3:forces:R:3
C 0.990 -1.228 3.618 0.7 0.0 0.5
C -0.297 -1.186 2.912 -0.1 -0.6 0.3
C -0.943 -2.266 2.276 -0.3 -0.8 -0.3
C -2.350 -2.516 2.487 0.1 0.5 -0.5
C -3.053 -1.972 3.694 -0.4 0.1 0.0
C -3.040 -3.362 1.639 0.2 0.2 0.2
C -2.397 -4.042 0.600 0.5 0.1 0.2
C -3.164 -4.843 -0.396 0.0 -0.2 -0.2
C -0.995 -4.012 0.558 -0.1 0.3 0.1
C -0.256 -3.186 1.397 0.1 -0.1 0.6
C 1.234 -3.304 1.385 0.3 0.0 -0.4
H 0.980 -0.441 4.389 0.1 -0.1 -0.4
H 1.193 -2.194 4.101 -0.3 0.1 -0.3
H 1.856 -1.013 2.980 -0.2 -0.1 0.1
H -0.872 -0.270 3.049 -0.1 -0.2 0.1
H -4.130 -2.132 3.562 0.2 0.2 0.2
H -2.755 -2.511 4.609 0.0 0.2 -0.4
H -2.865 -0.904 3.850 0.0 -0.1 0.0
H -4.107 -3.497 1.802 0.1 0.0 -0.1
H -2.475 -5.279 -1.122 -0.2 0.0 0.0
H -3.725 -5.648 0.091 0.1 0.1 -0.1
H -3.882 -4.213 -0.930 0.1 -0.1 0.1
H -0.458 -4.651 -0.151 -0.2 0.3 0.2
H 1.545 -4.007 0.600 -0.1 0.2 0.2
H 1.716 -2.344 1.177 0.0 -0.1 0.1
H 1.621 -3.686 2.342 -0.2 0.2 -0.2
F -0.131 3.113 -0.223 0.4 0.4 0.7
C 0.178 3.585 1.031 0.0 0.2 0.3
C -0.243 4.876 1.338 0.2 -0.1 0.2
C -0.037 5.350 2.638 -0.2 -0.6 -0.1
C 0.433 4.482 3.634 0.1 0.0 -0.2
C 0.856 3.217 3.251 -0.2 0.4 -0.3
F 1.314 2.366 4.234 -0.1 0.4 -0.5
C 0.889 2.777 1.924 -0.5 0.1 0.1
B 1.683 1.452 1.529 -0.8 -0.7 0.1
C 1.685 1.108 -0.039 0.0 0.2 -0.2
C 0.830 0.171 -0.608 0.2 0.5 -0.5
F -0.248 -0.277 0.126 0.6 -0.2 -0.2
C 0.929 -0.280 -1.918 -0.1 0.0 0.2
C 1.875 0.316 -2.752 0.2 -0.1 0.2
C 2.698 1.334 -2.266 -0.1 0.1 0.2
C 2.580 1.705 -0.928 -0.1 -0.3 -0.3
F 3.367 2.736 -0.485 -0.4 -0.7 -0.2
C 3.197 1.368 2.081 0.2 0.0 0.0
C 3.899 0.160 2.042 0.3 0.4 -0.5
F 3.354 -0.886 1.294 0.1 0.4 1.1
C 5.203 -0.024 2.487 0.0 0.1 -0.3
C 5.933 1.107 2.855 -0.5 0.0 0.4
C 5.310 2.354 2.877 -0.2 0.1 -0.2
C 3.974 2.456 2.497 0.4 -0.1 -0.3
F 3.495 3.729 2.353 0.1 -0.8 0.4
H 1.042 0.532 2.078 0.1 0.3 -0.3
H -0.690 5.485 0.555 0.1 -0.1 0.2
H -0.287 6.374 2.882 -0.1 -0.1 0.0
H 0.518 4.791 4.673 0.0 0.0 -0.2
H 0.255 -1.066 -2.252 0.1 0.2 -0.1
H 1.971 -0.021 -3.784 0.0 0.1 0.2
H 3.411 1.860 -2.900 -0.2 -0.2 0.1
H 5.641 -1.019 2.469 0.0 0.2 -0.2
H 6.984 1.027 3.109 -0.1 -0.1 0.1
H 5.842 3.271 3.125 0.0 -0.3 -0.1
```
Positions in Å, forces in eV/Å.

## Properties
Orbital gap ... 0.188 Eh
Total energy ... -1744.02727 Eh
2S+1 ... 1
HOMO level ... -0.2836 hartree


4.
Formula: C29H25CaF6N3O4S2SbSe
Source: OMol25
Level of theory: the ωB97M-V functional and the def2-TZVPD basis

XYZ file:
```
72
Properties=species:S:1:pos:R:3:forces:R:3
Ca -15.864 -5.655 -1.172 0.3 0.2 -1.3
F -12.007 -7.205 -2.224 -1.0 1.5 0.1
C -12.715 -6.052 -2.220 1.5 -1.1 -1.0
F -13.517 -6.111 -1.040 0.5 0.4 -1.2
F -11.879 -5.012 -2.124 -1.2 -1.0 0.3
S -13.811 -5.820 -3.854 -0.3 -0.5 0.4
O -14.720 -4.849 -3.206 -0.2 -0.6 0.0
O -13.030 -5.409 -4.975 -0.1 -0.1 1.4
N -14.469 -7.273 -4.137 -0.5 1.5 0.3
S -16.043 -7.425 -3.847 0.0 0.7 1.7
O -16.238 -7.558 -2.326 0.0 0.2 -1.9
O -16.979 -6.418 -4.397 1.9 -2.8 0.6
C -16.107 -9.267 -4.509 -0.3 -1.9 -1.1
F -15.268 -10.216 -3.968 -0.9 2.6 -0.5
F -15.862 -9.216 -5.846 -0.3 0.2 1.9
F -17.343 -9.730 -4.281 0.6 0.8 -0.2
C -20.690 -2.379 -0.938 0.7 -0.5 -0.7
C -21.690 -2.286 -2.081 -0.8 -1.2 -0.2
C -23.039 -2.025 -1.766 0.7 0.4 -0.7
C -23.981 -1.913 -2.781 -0.4 -0.1 0.0
C -23.645 -2.192 -4.095 -0.2 0.5 -0.7
C -22.361 -2.589 -4.420 -0.2 -0.5 0.3
C -21.421 -2.708 -3.406 0.7 0.9 0.3
Sb -19.523 -3.491 -3.930 0.8 -0.4 -1.0
C -18.661 -1.969 -5.244 -0.8 -0.4 0.9
C -19.162 -0.674 -5.078 -1.1 -0.1 0.2
C -18.457 0.440 -5.481 -0.2 0.0 -0.2
C -17.264 0.221 -6.168 0.9 1.3 0.3
C -16.766 -1.041 -6.378 -0.7 -1.5 -0.1
C -17.469 -2.202 -5.895 1.3 1.2 -0.5
C -16.829 -3.565 -6.038 0.1 0.5 0.3
C -20.208 -4.936 -5.438 -0.2 -0.2 1.2
C -20.158 -4.758 -6.819 0.1 0.6 0.7
C -20.511 -5.769 -7.687 0.3 0.5 -1.7
C -20.900 -6.995 -7.212 -0.8 -0.7 0.5
C -20.926 -7.210 -5.830 -0.1 0.2 0.5
C -20.634 -6.175 -4.907 0.4 -0.9 -0.6
C -20.709 -6.515 -3.398 1.0 0.3 -1.2
H -21.164 -1.943 -0.068 0.1 -0.3 0.4
H -19.740 -1.819 -1.105 -0.7 -0.3 -0.1
H -20.377 -3.455 -0.789 -0.4 1.1 0.2
H -23.338 -1.857 -0.745 0.0 0.2 0.2
H -25.006 -1.611 -2.572 0.2 -0.1 0.2
H -24.353 -2.058 -4.914 0.0 -0.1 0.4
H -22.123 -2.902 -5.437 0.0 0.2 0.2
H -20.186 -0.584 -4.661 0.9 0.2 0.0
H -18.841 1.447 -5.277 0.2 -0.4 -0.2
H -16.631 1.088 -6.445 -0.6 -0.6 0.0
H -15.847 -1.175 -6.955 -0.2 0.0 0.3
H -15.871 -3.416 -6.567 -0.4 -0.5 0.2
H -17.487 -4.269 -6.557 0.3 0.1 -0.1
H -16.638 -3.989 -5.033 0.1 0.1 -0.4
H -19.891 -3.778 -7.200 0.2 0.0 -0.1
H -20.430 -5.583 -8.786 -0.3 -0.2 1.1
H -21.334 -7.736 -7.901 0.7 0.1 0.4
H -21.175 -8.203 -5.426 -0.1 0.5 -0.3
H -21.047 -7.556 -3.330 -0.3 0.5 0.4
H -21.333 -5.775 -2.881 0.0 -0.5 0.1
H -19.675 -6.476 -2.968 -0.7 0.0 -0.2
Se -18.679 -6.308 0.970 -1.5 0.6 -1.2
N -17.361 -5.166 0.492 -0.4 -0.6 2.2
C -16.546 -5.175 1.606 -0.7 -1.5 -0.2
C -15.543 -4.244 1.893 0.7 -0.1 0.5
C -14.827 -4.382 3.072 -0.5 0.0 -1.3
C -14.954 -5.571 3.830 1.1 -0.4 1.3
C -15.906 -6.527 3.592 0.0 0.1 0.4
C -16.835 -6.233 2.562 -1.5 0.7 1.2
N -18.131 -6.717 2.554 2.9 -0.2 -1.3
H -15.430 -3.450 1.183 0.3 0.7 0.0
H -14.125 -3.616 3.381 0.0 -0.1 -0.1
H -14.213 -5.688 4.660 -0.9 -0.1 -0.8
H -16.003 -7.473 4.162 0.0 1.0 -0.3
```
Positions in Å, forces in eV/Å.

## Properties
Net charge ... +1
Relative energy (zero: lowest compared OMol25 entry of this formula, charge and spin) ... 0.0000 eV
Orbital gap ... 0.177 Eh
Total energy ... -6299.87497 Eh
2S+1 ... 1
HOMO level ... -0.3756 hartree


| no. | maximum force (eV/Å) |
| --- | --- |
| 1 | 1.29 |
| 2 | 2.16 |
| 3 | 1.15 |
| 4 | 3.39 |